ORCA calculation (ωB97M-V/def2-TZVPD) on a 8-piece molecular cluster, C37H70FIN2O16PS7 overall in a non-equilibrium geometry.

```
135
Properties=species:S:1:pos:R:3:forces:R:3:mulliken_charge:R:1
C 2.583143 -0.213850 0.266156 -0.389 0.125 -0.465 -0.57
C 2.447156 -0.334467 -1.262398 0.210 -0.305 0.467 -0.41
C 1.375504 0.543906 -1.885304 0.685 1.021 0.627 -0.72
C 1.746959 2.013428 -1.671600 -0.508 -0.418 -0.556 -1.57
N 0.031358 0.249873 -1.283014 0.186 0.341 -0.198 0.70
N -0.372791 1.111448 -0.353319 0.101 -0.575 -0.311 -0.62
C -1.535502 0.876864 0.209652 0.008 0.417 0.537 0.08
C -1.920246 1.834507 1.284731 0.452 0.220 0.121 -1.50
C -2.388261 -0.184147 -0.129258 -0.834 0.315 -0.457 0.83
P -4.024197 -0.435296 0.757985 -0.366 -0.805 1.163 0.20
O -4.831390 -1.234111 -0.398288 0.380 0.571 -0.111 -0.28
O -4.766947 1.003536 0.773475 0.525 -0.092 -0.482 -0.34
C -1.922147 -1.040370 -1.080521 0.163 0.097 0.212 0.55
F -2.601108 -2.097070 -1.482102 0.207 0.068 -0.040 -0.22
C -0.666962 -0.805139 -1.648144 0.078 -1.056 -0.843 -0.04
I -0.031876 -2.178253 -3.096603 -0.015 0.359 0.187 0.26
H 1.907987 0.527652 0.682698 -0.148 0.177 0.106 0.18
H 2.395680 -1.144603 0.779468 -0.048 -0.287 0.013 0.39
H 3.576661 0.109647 0.506361 0.389 0.081 0.255 0.06
H 3.375763 0.000304 -1.707960 0.204 0.066 -0.263 0.29
H 2.361352 -1.382997 -1.521786 -0.218 -0.131 -0.262 0.36
H 1.312604 0.442828 -2.958756 -0.352 -0.614 -0.244 0.64
H 2.619424 2.179039 -2.289063 0.356 0.063 0.011 0.31
H 0.960557 2.641453 -2.077332 -0.135 0.282 0.191 0.48
H 1.960673 2.248905 -0.643735 0.062 0.184 0.238 0.30
H -1.032469 2.286682 1.706188 0.275 0.065 0.002 0.46
H -2.517709 2.638462 0.877712 -0.376 0.105 -0.012 0.24
H -2.449120 1.343292 2.090968 -0.301 -0.060 0.070 0.46
H -4.937641 -0.605523 -1.130128 -0.315 -0.470 -0.495 0.20
H -5.215185 1.198792 -0.066171 -0.275 0.320 0.074 0.28
C -9.076518 -2.139518 -2.200748 -0.084 0.098 0.115 -0.85
C -10.043843 -0.950334 -2.297043 0.038 -0.041 -0.066 -0.40
C -9.578688 0.103402 -1.282431 -0.276 -0.010 -0.249 -0.94
S -7.808319 -0.130044 -1.115130 -0.625 -0.340 -0.336 1.19
O -7.528567 -0.557787 0.233761 0.077 0.287 0.162 -0.63
O -7.102691 1.001135 -1.687819 0.591 0.061 0.455 -0.70
C -7.674387 -1.537009 -2.204860 -0.017 -0.264 -0.122 -0.28
H -9.208163 -2.835566 -3.026618 0.012 0.003 -0.018 0.39
H -9.247182 -2.684755 -1.269741 0.023 -0.025 -0.010 0.29
H -10.006420 -0.532557 -3.303222 0.057 0.012 0.001 0.17
H -11.071664 -1.249805 -2.100620 -0.005 0.009 0.032 0.41
H -9.767194 1.119028 -1.620475 0.081 0.049 0.065 0.38
H -10.022261 -0.050378 -0.300884 0.123 -0.002 0.060 0.36
H -6.904512 -2.208971 -1.830472 0.025 0.089 0.119 0.45
H -7.408187 -1.161766 -3.190518 -0.015 0.067 0.018 0.11
C -7.633646 -2.463128 4.262265 0.018 0.116 0.012 -0.74
C -6.868388 -1.340362 3.548053 0.013 -0.054 0.025 0.15
C -7.178500 -0.033143 4.286280 0.103 -0.074 -0.319 -0.72
S -7.532323 -0.490601 5.989069 0.135 -0.098 -0.080 1.18
O -8.908924 -0.181954 6.272804 -0.023 0.072 0.090 -0.66
O -6.472280 -0.024166 6.845379 -0.067 0.075 0.092 -0.68
C -7.379075 -2.259315 5.753118 -0.036 -0.226 -0.184 -0.76
H -7.307061 -3.448928 3.934724 -0.006 -0.010 -0.003 0.37
H -8.701491 -2.375251 4.051771 -0.010 -0.017 0.023 0.33
H -5.795347 -1.542992 3.595783 -0.004 -0.017 0.039 0.18
H -7.141534 -1.267591 2.498322 0.001 0.026 -0.047 -0.11
H -6.339890 0.657987 4.279519 -0.043 0.072 0.099 0.36
H -8.063756 0.457522 3.887040 -0.050 -0.004 0.085 0.38
H -8.091573 -2.768789 6.397098 -0.009 0.104 0.082 0.44
H -6.361518 -2.538090 6.024446 0.012 0.037 0.037 0.35
C 8.553668 -0.316298 0.173605 0.018 0.079 0.042 -0.77
C 8.556996 0.576040 1.421684 -0.114 0.016 -0.139 -0.10
C 7.825085 1.875261 1.058538 0.220 -0.005 0.229 -0.95
S 6.656160 1.444139 -0.231927 0.164 -0.359 0.199 1.09
O 7.021516 2.118162 -1.453825 -0.094 0.140 -0.065 -0.68
O 5.304296 1.540356 0.266901 -0.181 0.181 -0.175 -0.63
C 7.124447 -0.277758 -0.362419 0.208 -0.185 0.012 -0.59
H 8.865792 -1.333481 0.404790 -0.002 -0.006 0.015 0.35
H 9.240122 0.085345 -0.574694 -0.013 -0.021 -0.031 0.33
H 8.033969 0.069670 2.230793 -0.003 -0.002 0.028 -0.15
H 9.566975 0.779872 1.769127 0.005 -0.014 0.037 0.47
H 7.277144 2.294545 1.898789 -0.095 0.057 -0.077 0.44
H 8.501223 2.622601 0.647831 -0.059 0.014 -0.101 0.35
H 7.033204 -0.597595 -1.398577 -0.081 0.100 -0.026 0.52
H 6.445014 -0.849903 0.270886 -0.035 0.048 0.016 0.26
C 2.853007 -0.683794 6.372708 -0.035 0.069 -0.058 -0.90
C 1.557807 -0.689190 5.551234 0.056 -0.023 -0.009 -0.77
C 1.854351 0.029604 4.228728 -0.296 -0.060 0.095 -0.55
S 3.607426 -0.218197 3.900726 -0.111 -0.146 0.375 1.40
O 4.270517 1.055997 3.958923 0.106 0.033 -0.185 -0.71
O 3.779230 -1.104425 2.777433 0.204 0.014 0.004 -0.66
C 3.956044 -1.112622 5.410764 -0.069 -0.020 0.304 -0.56
H 2.790977 -1.351259 7.230074 0.006 -0.002 0.012 0.36
H 3.054546 0.322724 6.743914 0.028 -0.003 0.010 0.35
H 1.255322 -1.719044 5.352313 0.020 -0.009 -0.006 0.31
H 0.741115 -0.205862 6.084112 -0.015 0.007 -0.008 0.38
H 1.284298 -0.378638 3.397306 0.075 0.045 -0.088 0.18
H 1.686448 1.102139 4.304839 0.110 0.028 -0.037 0.42
H 4.957104 -0.858222 5.753044 0.037 0.038 -0.114 0.52
H 3.890532 -2.175366 5.182053 -0.011 -0.010 -0.057 0.21
C 4.521401 3.504941 -6.171890 0.045 -0.005 0.089 -0.55
C 5.463802 3.965961 -5.050716 -0.022 -0.085 -0.077 -0.73
C 5.920972 2.714541 -4.288996 -0.076 0.391 -0.045 -0.10
S 5.859302 1.362792 -5.468140 0.100 0.278 -0.037 1.15
O 4.841768 0.428848 -5.041468 -0.026 -0.118 0.042 -0.61
O 7.190408 0.916177 -5.778870 -0.042 -0.236 0.033 -0.69
C 5.211803 2.318904 -6.837871 -0.190 0.187 -0.069 -0.74
H 4.319327 4.301068 -6.886697 -0.009 0.000 -0.008 0.35
H 3.567417 3.185431 -5.745408 -0.017 -0.012 -0.027 0.25
H 6.329250 4.467814 -5.486520 0.004 -0.008 -0.017 0.33
H 4.978678 4.674575 -4.381353 0.018 0.005 0.019 0.34
H 6.931455 2.806943 -3.905753 0.008 -0.170 0.068 0.35
H 5.246965 2.462262 -3.474717 0.038 -0.071 0.031 -0.08
H 4.543914 1.695813 -7.427601 0.066 -0.110 0.031 0.41
H 6.059660 2.637068 -7.442938 0.038 -0.032 0.016 0.34
C -7.292998 2.200111 -7.452918 -0.007 0.047 0.114 -0.54
C -6.617673 3.245994 -6.554710 0.004 -0.078 -0.029 -0.63
C -6.654566 2.709163 -5.116901 0.004 0.300 -0.151 -0.69
S -6.662762 0.918955 -5.258226 0.136 0.247 -0.213 1.26
O -7.921452 0.419048 -4.755628 0.034 -0.156 0.057 -0.62
O -5.409912 0.383359 -4.779948 -0.122 -0.194 0.215 -0.77
C -6.700554 0.854081 -7.044619 -0.094 0.129 -0.235 -0.81
H -7.124746 2.402919 -8.508618 -0.003 -0.005 -0.012 0.36
H -8.370615 2.200533 -7.277972 -0.008 -0.028 -0.020 0.29
H -5.582092 3.382795 -6.870976 0.008 -0.015 0.001 0.30
H -7.110153 4.214017 -6.621336 -0.001 0.011 0.013 0.33
H -5.785618 3.008448 -4.537800 -0.020 -0.099 0.105 0.39
H -7.564382 2.999657 -4.596127 -0.022 -0.102 0.039 0.36
H -7.292937 -0.001167 -7.360581 0.023 -0.063 0.113 0.38
H -5.672793 0.748119 -7.389789 0.024 -0.022 0.045 0.37
C 7.986793 -3.600031 5.782645 -0.083 0.072 -0.058 -0.70
C 6.672851 -3.619810 4.987629 0.142 -0.024 -0.060 -0.54
C 6.915525 -2.864247 3.671083 -0.242 -0.110 0.284 -0.11
S 8.668193 -3.065449 3.311503 -0.086 -0.214 0.072 1.22
O 9.301023 -1.771629 3.372641 0.046 0.025 -0.085 -0.63
O 8.829470 -3.910959 2.158338 0.080 0.136 -0.161 -0.71
C 9.079835 -3.980029 4.791447 -0.038 -0.051 0.260 -0.85
H 7.960653 -4.287118 6.626416 0.000 -0.001 0.011 0.41
H 8.169801 -2.595954 6.171657 0.032 -0.006 0.008 0.29
H 6.391816 -4.652273 4.772269 0.020 -0.007 -0.013 0.31
H 5.860768 -3.172574 5.553301 -0.044 0.006 0.032 0.14
H 6.335503 -3.270615 2.846910 0.079 0.064 -0.099 0.43
H 6.721112 -1.796634 3.765960 0.073 0.018 -0.023 -0.03
H 10.081848 -3.708322 5.113883 0.034 0.041 -0.120 0.45
H 9.040236 -5.039395 4.540976 0.014 0.002 -0.059 0.34
```
Forces are in eV/Å.

Values from the calculation:
maximum force	1.46	eV/Å
net charge	+1
DFT total energy	-6291.142746	Ha
energy above the lowest of the compared OMol25 structures with the same formula, charge and spin	0.0	kcal/mol
highest occupied orbital energy	-11.57	eV
2S+1	1
Kohn-Sham gap	0.2789	Eh
LUMO level	-3.9778	eV